This record from the Open Molecules 2025 dataset describes a single C4H6N2O molecule. The level of theory is wB97M-V/def2-TZVPD.

## Properties
SMILES: Nc1c[nH]c(O)c1
HOMO in eV: -7.65
Orbital gap in eV: 8.51
Energy above the lowest of the compared OMol25 structures with the same formula, charge and spin in eV: 1.251

Positions of all 13 atoms, in Å:
N (0.4587, -0.9799, -2.0338)
C (0.1532, -0.2829, -0.8591)
C (0.1223, 1.0664, -0.6710)
N (-0.2281, 1.3265, 0.6683)
C (-0.4230, 0.0961, 1.2707)
O (-0.7865, 0.0604, 2.5840)
C (-0.2220, -0.9099, 0.3861)
H (1.0775, -0.4689, -2.6489)
H (0.8257, -1.9049, -1.8593)
H (0.3914, 1.8714, -1.3429)
H (-1.0479, 1.9036, 0.8162)
H (0.0216, 0.1865, 3.1009)
H (-0.3429, -1.9643, 0.5889)

=====

This record from the Open Molecules 2025 dataset describes C48H42DyN6O2PS2 as an isolated structure. The level of theory is wB97M-V/def2-TZVPD.

## Properties
Spin multiplicity: 6
⟨S²⟩: 9.28
HOMO (alpha / beta) in eV: -6.97 / -6.98
Orbital gap (alpha / beta) in eV: 5.52 / 5.58
Energy above the lowest of the compared OMol25 structures with the same formula, charge and spin in eV: 1.620

Positions of all 102 atoms, in Å:
Dy (-0.6221, 0.3712, -0.1385)
C (-3.6914, 1.4567, 5.0344)
C (-2.5411, 0.7897, 5.4240)
C (-1.5126, 0.5865, 4.5285)
C (-1.6103, 1.0496, 3.2102)
C (-2.7977, 1.6722, 2.8147)
C (-3.8179, 1.8860, 3.7226)
N (-0.5727, 0.8721, 2.3011)
C (0.6766, 1.1481, 2.7020)
C (1.0024, 1.9270, 3.8496)
C (2.2965, 2.2001, 4.1815)
C (3.3671, 1.7400, 3.3917)
C (3.1136, 1.0001, 2.2743)
C (1.7859, 0.6822, 1.9034)
N (1.4670, -0.1126, 0.8670)
N (2.4349, -0.7117, 0.2103)
C (1.9990, -1.6490, -0.6714)
C (2.9749, -2.3601, -1.3961)
C (2.5784, -3.3652, -2.2445)
C (1.2207, -3.6523, -2.3510)
C (0.3247, -2.9162, -1.5960)
N (0.6763, -1.9310, -0.7794)
H (-4.4796, 1.6345, 5.7506)
H (-2.4289, 0.4441, 6.4400)
H (-0.6196, 0.0596, 4.8372)
H (-2.8941, 2.0079, 1.7889)
H (-4.7137, 2.4088, 3.4142)
H (0.1957, 2.3260, 4.4492)
H (2.5056, 2.7927, 5.0592)
H (4.3798, 1.9856, 3.6708)
H (3.9023, 0.6345, 1.6350)
H (4.0081, -2.0910, -1.2483)
H (3.3047, -3.9256, -2.8130)
H (0.8652, -4.4376, -2.9995)
H (-0.7364, -3.1319, -1.6568)
O (-4.0419, -2.5526, -3.6503)
C (-3.1656, -1.9270, -4.4489)
C (-3.2865, -2.1145, -5.8279)
C (-2.4186, -1.5037, -6.7076)
C (-1.4014, -0.6897, -6.2265)
C (-1.2703, -0.4957, -4.8686)
C (-2.1380, -1.1025, -3.9603)
C (-1.9057, -0.8445, -2.5240)
O (-0.9201, -0.1159, -2.1887)
N (-2.7290, -1.4226, -1.6630)
N (-2.4660, -1.1758, -0.3245)
C (-3.1796, -1.8837, 0.4679)
S (-3.0543, -1.7437, 2.2041)
C (-3.9542, -3.3147, 2.5148)
C (-5.0596, -3.4127, 1.4908)
S (-4.3378, -3.0611, -0.1517)
H (-3.8246, -2.3146, -2.7201)
H (-4.0841, -2.7513, -6.1781)
H (-2.5275, -1.6595, -7.7718)
H (-0.7195, -0.2090, -6.9105)
H (-0.4922, 0.1388, -4.4720)
H (-4.3355, -3.2715, 3.5330)
H (-3.2444, -4.1380, 2.4204)
H (-5.8457, -2.6805, 1.6820)
H (-5.4933, -4.4096, 1.4479)
C (-0.3531, 4.3797, 1.9284)
C (0.4614, 5.1683, 0.9533)
C (0.6282, 6.5290, 1.2019)
C (1.3826, 7.3324, 0.3734)
C (1.9829, 6.7790, -0.7465)
C (1.8155, 5.4367, -1.0173)
C (1.0694, 4.6114, -0.1717)
P (0.9261, 2.8274, -0.6363)
C (2.6715, 2.4923, -1.0915)
C (3.6281, 3.0566, -0.2429)
C (4.9702, 2.7641, -0.3721)
C (5.3808, 1.8733, -1.3509)
C (4.4383, 1.2746, -2.1653)
C (3.0788, 1.5462, -2.0429)
C (2.1192, 0.8283, -2.9416)
C (-0.0573, 3.0455, -2.1684)
C (0.4976, 3.4170, -3.3844)
C (-0.2683, 3.4269, -4.5346)
C (-1.6021, 3.0408, -4.4721)
C (-2.1703, 2.6963, -3.2681)
C (-1.4360, 2.7108, -2.0696)
C (-2.0419, 2.3858, -0.7866)
H (0.0190, 4.5533, 2.9368)
H (-0.2995, 3.3143, 1.7133)
H (-1.3945, 4.6947, 1.8942)
H (0.1516, 6.9535, 2.0744)
H (1.5044, 8.3832, 0.5983)
H (2.5721, 7.3967, -1.4101)
H (2.2936, 5.0142, -1.8887)
H (3.3066, 3.7406, 0.5300)
H (5.6893, 3.2131, 0.2976)
H (6.4270, 1.6288, -1.4616)
H (4.7586, 0.5638, -2.9143)
H (2.5354, -0.1291, -3.2519)
H (1.9173, 1.4081, -3.8422)
H (1.1646, 0.6501, -2.4411)
H (1.5498, 3.6645, -3.4392)
H (0.1729, 3.7100, -5.4786)
H (-2.1980, 3.0216, -5.3738)
H (-3.2094, 2.3971, -3.2336)
H (-3.1255, 2.2466, -0.8792)
H (-1.8271, 3.1701, -0.0494)

=====

This record from the Open Molecules 2025 dataset describes a 4-piece molecular cluster, C5H10O overall. The level of theory is wB97M-V/def2-TZVPD.

## Properties
HOMO in eV: -9.51
Orbital gap in eV: 9.03
Energy above the lowest of the compared OMol25 structures with the same formula, charge and spin in eV: 9.938

Positions of all 16 atoms, in Å:
C (-1.5343, 0.2547, 1.5904)
C (-0.1714, -0.1661, -0.5285)
C (0.0777, -1.5629, 0.0067)
C (1.0375, 0.6918, -0.5793)
C (1.5807, 1.2434, -1.6735)
H (-0.0857, 0.2799, 2.3923)
H (-2.4653, -1.0865, 2.1509)
H (-2.3458, 1.5768, 1.4706)
H (-0.4577, -0.2687, -1.6390)
H (0.8709, -1.3464, 0.9499)
H (-0.8690, -2.0652, 0.5892)
H (0.6076, -2.1069, -0.8343)
H (1.5543, 0.9429, 0.3922)
H (2.5961, 1.8339, -1.7458)
H (0.9275, 1.2863, -2.6037)
O (-1.3231, 0.4929, 0.0618)

=====

This record from the Open Molecules 2025 dataset describes an isolated ion of composition C5H13N2 and charge +1. The level of theory is wB97M-V/def2-TZVPD.

## Properties
SMILES: C=C(N)C[C@H](C)[NH3+]
HOMO in eV: -13.53
Orbital gap in eV: 10.61
Net charge: +1
Energy above the lowest of the compared OMol25 structures with the same formula, charge and spin in eV: 1.623

Positions of all 20 atoms, in Å:
C (0.6770, 1.5961, -1.9012)
C (0.8838, 0.6424, -0.9945)
N (1.4171, -0.6776, -1.2244)
C (0.3576, 0.7970, 0.4353)
C (-0.9333, -0.0006, 0.7720)
C (-0.9335, -0.4836, 2.1642)
N (-0.8625, -1.2857, -0.1823)
H (0.3899, 2.5909, -1.5966)
H (0.9634, 1.4520, -2.9379)
H (1.5253, -0.7205, -2.2408)
H (2.3707, -0.7158, -0.8507)
H (0.1275, 1.8511, 0.5908)
H (1.1670, 0.5031, 1.1047)
H (-1.8043, 0.5166, 0.3891)
H (-0.1929, -1.2136, 2.4776)
H (-1.9112, -0.7405, 2.5743)
H (-0.6782, 0.4281, 2.7341)
H (-1.4023, -1.1213, -1.0337)
H (0.1381, -1.3359, -0.5571)
H (-1.2991, -2.0822, 0.2771)

=====

This record from the Open Molecules 2025 dataset describes C19H24CdCl2N5O2S3Si as an isolated structure. The level of theory is wB97M-V/def2-TZVPD.

## Properties
HOMO in eV: -4.35
Orbital gap in eV: 6.98
Net charge: -1
Energy above the lowest of the compared OMol25 structures with the same formula, charge and spin in eV: 1.119

Positions of all 57 atoms, in Å:
Cd (0.6074, 0.2943, 1.1791)
C (-0.6586, 3.7242, -3.3776)
Si (-2.2087, 3.7289, -2.3410)
C (-3.6721, 3.8805, -3.5138)
C (-2.2861, 5.2067, -1.2034)
C (-2.3898, 2.0921, -1.4483)
C (-3.4159, 1.2139, -1.7608)
C (-3.5128, -0.0359, -1.1492)
C (-2.5404, -0.3745, -0.2345)
N (-1.5368, 0.4417, 0.0943)
C (-1.4463, 1.6684, -0.4708)
S (-0.1149, 2.6351, 0.0600)
H (-0.4988, 4.6936, -3.8613)
H (-0.7363, 2.9620, -4.1584)
H (0.2126, 3.4948, -2.7596)
H (-3.6075, 4.8351, -4.0462)
H (-4.6297, 3.8613, -2.9830)
H (-3.6819, 3.0827, -4.2632)
H (-2.4019, 6.1255, -1.7878)
H (-1.3818, 5.2802, -0.5974)
H (-3.1410, 5.1224, -0.5260)
H (-4.1611, 1.5012, -2.4968)
H (-4.3177, -0.7223, -1.3762)
H (-2.5552, -1.3239, 0.2840)
Cl (-0.6258, 1.3447, 3.6630)
C (0.4186, 2.7723, 3.8113)
Cl (1.9447, 2.5940, 2.9416)
H (0.6447, 2.9005, 4.8616)
H (-0.1157, 3.6185, 3.3989)
O (2.0219, -2.8612, 2.2889)
C (2.4552, -1.7025, 2.2623)
O (1.8672, -0.6622, 2.7308)
C (3.7668, -1.4756, 1.5436)
C (4.9401, -1.9495, 2.1223)
C (6.1642, -1.8099, 1.4875)
C (6.2043, -1.2087, 0.2350)
C (5.0370, -0.7524, -0.3563)
C (3.7927, -0.8647, 0.2803)
S (2.3613, -0.2787, -0.5861)
H (4.8770, -2.4425, 3.0854)
H (7.0708, -2.1717, 1.9575)
H (7.1485, -1.0936, -0.2848)
H (5.0669, -0.2862, -1.3337)
C (-0.1421, -5.2101, -0.7913)
C (-0.9208, -4.7320, 0.3759)
N (-1.7476, -5.4360, 1.0769)
N (-2.1819, -4.5530, 2.0335)
C (-1.6383, -3.3202, 1.9635)
S (-1.8925, -2.0267, 2.9776)
N (-0.8473, -3.4397, 0.8468)
N (0.0152, -2.4353, 0.3995)
H (-0.3225, -6.2741, -0.9229)
H (0.9233, -5.0382, -0.6339)
H (-0.4386, -4.6843, -1.7012)
H (-2.8079, -4.8497, 2.7590)
H (0.9198, -2.5922, 0.8520)
H (0.1158, -2.4672, -0.6066)

=====

- Look up the energy above the lowest of the compared OMol25 structures with the same formula, charge and spin of the third one.
  9.938 eV

=====

- The highest energy above the lowest of the compared OMol25 structures with the same formula, charge and spin belongs to which entry?
  C5H10O

=====

- Which formula does entry 2 have?
  C48H42DyN6O2PS2